[1]
Formula: C3H3N3O
Source: OMol25
Level of theory: ωB97M-V/def2-TZVPD

The energy relative to the best compared isomer or geometry (same formula, charge and spin) comes out at 120.6 kcal per mole. For the HOMO energy, the calculation gives -9.29 eV. The electronic energy is -9672.22561 eV.

Each line ends with the Löwdin charge.
CARTESIAN COORDINATES (ANGSTROEM)
O 2.07517 -0.47899 -0.10485  0.1084
C 0.87020 0.05782 0.00225  -0.4155
C 0.39672 1.28646 -0.12233  -0.0151
N -0.81163 0.89215 0.58107  0.0027
N -1.81056 0.42199 -0.32598  0.0787
C -1.39888 -0.77557 -0.17317  -0.1877
N -0.23360 -0.61719 0.63241  0.0985
H 2.01127 -1.36817 0.26059  0.1183
H 0.80353 2.26940 -0.29717  0.1071
H -1.90222 -1.68789 -0.45283  0.1046

---

[2]
Formula: C39H62N2O24
Source: OMol25
Level of theory: ωB97M-V/def2-TZVPD

The energy relative to the best compared isomer or geometry (same formula, charge and spin) comes out at 35.6 kcal per mole. For the HOMO energy, the calculation gives -10.90 eV. Its SMILES is C[C@H]1COC(=O)O1.C[C@H]1COC(=O)O1.C[C@H]1COC(=O)O1.C[C@H]1COC(=O)O1.C[C@H]1COC(=O)O1.C[C@H]1COC(=O)O1.C[C@H]1COC(=O)O1.COC(=O)OC.CCCC#N.CCCC#N. The electronic energy is -93564.41846 eV.

Each line ends with the Löwdin charge.
CARTESIAN COORDINATES (ANGSTROEM)
C -0.70962 -3.16378 -1.38804  0.0159
C -0.13788 -2.13006 -0.34869  -0.3041
C -0.78544 -0.72788 -0.54179  -0.0673
O -1.66243 -0.71690 0.55182  0.0235
C -1.50963 -1.66095 1.44866  -0.4729
O -1.87899 -1.68951 2.63206  0.1119
O -0.48299 -2.47986 0.95323  0.0402
H -0.48914 -4.13107 -1.23900  0.0347
H -0.42510 -3.04429 -2.42216  0.0753
H -1.78472 -3.00262 -1.51231  0.0853
H 0.97111 -2.16602 -0.39431  0.1299
H -1.37057 -0.52515 -1.44307  0.1333
H 0.10675 -0.08060 -0.37497  0.1267
C -0.77226 0.36840 -5.17949  0.0012
C -1.97821 1.21701 -4.84471  -0.3241
C -1.84975 1.98543 -3.57676  -0.1136
O -1.64654 3.30348 -4.00380  0.0816
C -1.90910 3.38879 -5.30708  -0.5878
O -1.97242 4.47523 -5.82135  0.1497
O -2.03003 2.19402 -5.80565  0.1358
H 0.15948 0.96367 -5.28428  0.0825
H -0.93671 -0.19406 -6.13316  0.1098
H -0.53427 -0.33817 -4.37886  0.0757
H -2.78261 0.57655 -4.88750  0.1333
H -1.15657 1.63311 -2.75804  0.1341
H -2.67958 2.07999 -2.96299  0.0971
C 2.08342 2.88151 -4.09663  0.0057
C 2.96076 1.61037 -4.11551  -0.2247
C 3.84573 1.26754 -2.89218  -0.0169
O 3.11822 0.22175 -2.28450  0.0789
C 2.23562 -0.22557 -3.06789  -0.6584
O 1.50021 -1.20682 -2.85188  0.0982
O 2.12134 0.45312 -4.12908  0.1125
H 1.28648 2.83493 -3.39002  0.0591
H 1.61064 3.07470 -5.10448  0.1097
H 2.66216 3.76897 -3.96776  0.0792
H 3.47999 1.68551 -5.03739  0.1411
H 3.94481 1.94858 -2.05109  0.1388
H 4.78728 0.81734 -3.22024  0.1417
C 6.39536 -1.94596 -1.67685  -0.0391
C 5.43138 -2.84237 -1.00795  -0.3639
C 4.04239 -2.86730 -1.71801  -0.0955
O 3.57469 -4.24784 -1.67700  0.0162
C 4.75068 -5.02930 -1.48282  -0.4459
O 4.75606 -6.24479 -1.51757  0.1408
O 5.71587 -4.20835 -0.95310  0.0788
H 7.28773 -1.87253 -0.98972  0.1098
H 5.92155 -1.00302 -1.99501  0.0747
H 6.92272 -2.38512 -2.58113  0.1102
H 5.20110 -2.38206 0.00627  0.1446
H 4.11574 -2.60174 -2.76927  0.1277
H 3.49326 -2.06128 -1.26529  0.0939
C 2.29146 -0.43319 2.21762  0.0418
C 2.91959 0.23501 0.99158  -0.3036
C 3.12647 1.78705 1.00374  -0.0353
O 4.41733 1.91962 0.40776  0.1008
C 4.99208 0.76902 0.43421  -0.6403
O 6.19167 0.51695 0.21267  0.0990
O 4.22881 -0.18504 0.80443  0.1051
H 2.84661 -0.19232 3.06699  0.0817
H 2.26856 -1.51269 1.99233  0.0832
H 1.29783 -0.10879 2.36138  0.0448
H 2.34749 -0.01469 0.10215  0.1195
H 3.22227 2.03680 2.08073  0.1486
H 2.24662 2.19756 0.41167  0.1447
C -4.29627 -2.71534 5.06346  -0.0095
C -4.54786 -1.22687 5.45329  -0.2413
C -3.24346 -0.40331 5.37445  -0.0647
O -3.55337 0.61865 4.41583  0.0663
C -4.77630 0.54474 3.95674  -0.5583
O -5.24200 1.22983 3.04965  0.1019
O -5.40156 -0.53668 4.50236  0.0761
H -3.56992 -3.27962 5.62350  0.0836
H -4.03271 -2.88892 4.06084  0.0427
H -5.17951 -3.37173 5.11080  0.0880
H -4.97441 -1.11525 6.46243  0.1498
H -2.38652 -0.86324 4.97127  0.1028
H -3.08457 -0.12040 6.39534  0.1253
C -3.62240 3.56772 0.81213  -0.0299
C -3.08894 4.14453 -0.47116  -0.2882
C -2.19158 5.32466 -0.11640  -0.0566
O -0.89166 4.74302 -0.32929  0.0901
C -0.86658 3.52519 -0.75498  -0.5773
O 0.02888 2.71495 -0.92538  0.1039
O -2.14960 3.14377 -0.83896  0.0220
H -4.48716 4.14859 1.20708  0.1013
H -2.82856 3.32960 1.59983  0.0955
H -4.22346 2.59385 0.61453  0.0996
H -3.70412 4.34775 -1.34842  0.1637
H -2.44193 5.73180 0.89785  0.1433
H -2.24891 6.16954 -0.80710  0.1348
C 1.50736 5.95531 2.15204  0.0047
O 1.30615 4.50779 2.01092  -0.0527
C 0.16927 3.83516 2.46959  -0.3875
O -1.00353 4.53249 2.61698  -0.0354
O 0.27937 2.52802 2.62683  -0.0040
C -0.85639 1.66192 2.67993  -0.0134
H 0.74028 6.50335 1.65448  0.0770
H 2.49446 6.22647 1.80210  0.0984
H 1.32932 6.14451 3.17798  0.0817
H -1.29944 1.41082 1.73859  0.0766
H -1.63900 1.94854 3.42590  0.1127
H -0.38082 0.67495 2.97475  0.0971
C -5.60864 0.07811 -1.33045  -0.0943
C -4.37361 -0.43988 -0.55376  -0.2426
C -4.81283 -0.94183 0.83035  -0.1607
C -4.69630 -2.44103 0.96670  -0.2186
N -4.63245 -3.59190 1.01620  0.1421
H -5.43964 0.36698 -2.35786  0.0515
H -6.11800 0.89878 -0.84879  0.0633
H -6.38450 -0.76170 -1.45578  0.1055
H -3.71404 0.34272 -0.36478  0.0531
H -3.80530 -1.16307 -1.18046  0.1143
H -5.78111 -0.55379 1.12771  0.1130
H -4.12946 -0.70138 1.69697  0.0995
C 3.45324 -4.08482 2.09192  -0.0883
C 2.11921 -4.36297 1.35437  -0.2410
C 1.72621 -5.79000 1.74288  -0.1885
C 1.61720 -6.04858 3.18518  -0.2501
N 1.47428 -6.23768 4.30440  0.1402
H 3.45289 -3.96817 3.15053  0.0674
H 3.89479 -3.16941 1.65692  0.0494
H 4.17222 -4.86378 1.73518  0.0966
H 2.18228 -4.19439 0.22531  0.1190
H 1.34605 -3.72643 1.72152  0.0681
H 2.38839 -6.55774 1.34158  0.1178
H 0.63183 -5.96452 1.40548  0.1482

---

[3]
Formula: C4H3N3
Source: OMol25
Level of theory: ωB97M-V/def2-TZVPD

The energy relative to the best compared isomer or geometry (same formula, charge and spin) comes out at 28.4 kcal per mole. For the HOMO energy, the calculation gives -10.13 eV. Its SMILES is N#Cc1cc[nH]n1. The electronic energy is -8665.17871 eV.

Each line ends with the Löwdin charge.
CARTESIAN COORDINATES (ANGSTROEM)
C 2.31785 -0.13043 0.06519  -0.1182
C 0.75255 -0.07961 0.04326  -0.2556
C -0.16985 1.00928 0.00220  -0.0404
C -1.34625 0.41065 -0.10957  -0.0809
H 0.02027 2.01873 0.23659  0.1002
H -2.29447 0.85267 -0.12487  0.1041
H -1.72124 -1.66525 0.02878  0.0940
N 3.47074 -0.20753 -0.13068  0.1105
N -1.14338 -0.95726 -0.06395  0.0140
N 0.11378 -1.25124 0.05306  0.0724

---

[4]
Formula: C36H64FN6O7
Source: OMol25
Level of theory: ωB97M-V/def2-TZVPD

The energy relative to the best compared isomer or geometry (same formula, charge and spin) comes out at 12.7 kcal per mole. For the HOMO energy, the calculation gives -10.22 eV. The electronic energy is -64350.72641 eV. The charge is +1.

Each line ends with the Löwdin charge.
CARTESIAN COORDINATES (ANGSTROEM)
C -1.19509 -0.26410 6.06118  0.0472
C -0.50362 0.41112 5.08419  -0.1443
C -0.92441 0.36086 3.63490  -0.1751
N -1.51940 1.67054 3.19196  0.0652
C -2.31602 1.57342 2.05533  -0.2654
N -1.77146 1.90280 0.81583  0.0950
C -0.43067 2.57564 0.92063  -0.1216
C 0.01850 3.09215 -0.45749  -0.1356
C 1.04174 2.15271 -1.12366  -0.2304
N 1.80073 2.80903 -2.16969  -0.0587
C 1.51627 2.28486 -3.50532  -0.1587
C 1.82728 0.81492 -3.71187  -0.1508
C 1.15444 0.16877 -4.75141  -0.0424
C 1.32916 -1.17679 -5.02432  -0.0859
C 2.18407 -1.94133 -4.23985  -0.1066
C 2.87527 -1.30481 -3.22333  -0.0191
C 2.71266 0.04732 -2.95248  -0.2724
O 3.43840 0.58381 -1.90741  0.0240
C -1.62854 0.76695 -0.09167  -0.4685
O -2.16626 0.77120 -1.14556  0.1946
N -0.77161 -0.28699 0.26253  0.2223
C -1.18989 -1.55956 -0.22436  -0.5034
O -2.27882 -1.98969 -0.26719  0.2067
F -0.16189 -2.27614 -0.60086  0.1806
N -3.57305 1.23974 2.14115  0.1028
C -4.24025 0.91154 3.44207  -0.1467
N -5.24051 -0.09460 3.29746  -0.0800
C -4.83032 -1.40804 3.80699  -0.0853
C -4.42404 1.20994 0.96312  -0.2249
C -4.91898 2.42533 0.51661  -0.0093
C -5.76375 2.46590 -0.58444  -0.0506
C -6.09503 1.27761 -1.22491  -0.0545
C -5.59682 0.06155 -0.77687  -0.0382
C -4.75264 0.03120 0.32502  -0.0299
H -2.21042 0.03427 6.32154  0.0665
H -0.72866 -1.10453 6.57181  0.0523
H 0.34715 1.05581 5.29270  0.1094
H -0.00404 0.18327 3.07924  0.1153
H -1.62845 -0.46612 3.51745  0.1053
H -2.02643 2.11254 3.94598  0.1329
H 0.35249 1.91628 1.29466  0.1124
H -0.55029 3.43702 1.56524  0.1259
H 0.50136 4.05736 -0.29538  0.1059
H -0.84390 3.23468 -1.11093  0.1238
H 1.74617 1.84523 -0.34424  0.1128
H 0.50990 1.26895 -1.47678  0.1046
H 1.60204 3.80168 -2.18109  0.0946
H 2.02566 2.89119 -4.25631  0.1259
H 0.44333 2.42179 -3.71465  0.1195
H 0.47472 0.73973 -5.37308  0.1146
H 0.79162 -1.63577 -5.84249  0.1059
H 2.31098 -2.99506 -4.43692  0.1012
H 3.55398 -1.90426 -2.63054  0.1210
H 4.32894 0.80261 -2.20245  0.1111
H -0.63251 -0.38896 1.26414  0.1180
H -4.73220 1.83482 3.75597  0.1498
H -3.51772 0.64707 4.21505  0.1072
H -6.09832 0.21392 3.72673  0.1226
H -4.69854 -1.36535 4.89203  0.0820
H -5.60504 -2.13846 3.58809  0.0870
H -3.91749 -1.74012 3.31710  0.0751
H -4.67086 3.36127 1.00250  0.1230
H -6.17686 3.40132 -0.92846  0.1111
H -6.77283 1.30134 -2.06653  0.1121
H -5.86575 -0.85605 -1.27673  0.1165
H -4.38988 -0.92238 0.67940  0.1064
C 7.18627 0.35783 -6.77868  -0.0626
C 6.23380 -0.41562 -5.88071  -0.4893
C 5.05442 -0.96920 -6.66534  -0.0543
O 5.75831 0.43553 -4.83014  -0.0632
H 6.67551 1.21041 -7.23494  0.0815
H 8.02167 0.75330 -6.20019  0.0792
H 7.58196 -0.27464 -7.57416  0.0815
H 6.77002 -1.23361 -5.39845  0.1381
H 4.47636 -0.15705 -7.11558  0.0846
H 4.38295 -1.51198 -5.99966  0.0601
H 5.38138 -1.64195 -7.45947  0.0828
H 5.28103 1.16366 -5.24243  0.0832
C 4.26146 7.46788 0.14958  -0.0623
C 3.61773 6.11594 -0.11252  -0.4951
C 4.33352 5.35742 -1.21768  -0.0609
O 2.23891 6.29348 -0.46516  -0.0707
H 4.21749 8.09340 -0.74597  0.0829
H 3.73064 7.99872 0.94051  0.0792
H 5.30565 7.35809 0.44393  0.0823
H 3.62884 5.52267 0.80305  0.1355
H 4.29247 5.91237 -2.15955  0.0847
H 3.84550 4.39541 -1.38494  0.0573
H 5.38041 5.17955 -0.96845  0.0832
H 2.21085 6.81825 -1.27253  0.0858
C -1.39656 -5.47639 7.70297  -0.0626
C -0.62075 -4.25627 8.17251  -0.4905
C -0.40461 -4.28170 9.67665  -0.0602
O -1.32248 -3.06190 7.80282  -0.0794
H -2.38523 -5.50505 8.16912  0.0825
H -1.54893 -5.44209 6.62341  0.0773
H -0.87087 -6.39867 7.95064  0.0836
H 0.34348 -4.21742 7.66448  0.1382
H -1.36333 -4.27423 10.20226  0.0832
H 0.14765 -3.39879 9.99944  0.0805
H 0.14980 -5.16951 9.98128  0.0839
H -2.17884 -3.07733 8.24347  0.0882
C -2.04676 -6.40448 -2.93763  -0.0626
C -1.41416 -5.27675 -3.73871  -0.4916
C -0.16542 -4.74400 -3.05398  -0.0545
O -2.35692 -4.21869 -3.91403  -0.0521
H -2.34879 -6.04829 -1.94830  0.0783
H -2.94370 -6.77127 -3.43712  0.0800
H -1.35426 -7.23762 -2.80925  0.0803
H -1.16110 -5.63549 -4.73687  0.1390
H -0.41447 -4.33841 -2.07050  0.0639
H 0.27309 -3.93175 -3.63535  0.0567
H 0.58450 -5.52671 -2.92722  0.0859
H -2.59208 -3.88898 -3.03993  0.0764